ORCA calculation (ωB97M-V with the def2-TZVPD basis set) on C23H22N4O3 in the gas phase.

Each line ends with the Löwdin charge.
CARTESIAN COORDINATES (ANGSTROEM)
C: 2.177 4.128 2.810  -0.0815
O: 1.398 3.700 1.719  -0.1294
C: 1.874 2.505 1.134  -0.2399
C: 1.728 1.299 2.044  -0.1918
C: 0.517 1.073 2.684  -0.0218
C: 0.373 -0.008 3.534  -0.0755
C: 1.434 -0.873 3.740  -0.1026
C: 2.639 -0.654 3.096  -0.0841
C: 2.789 0.430 2.249  -0.0424
C: 1.079 2.262 -0.100  -0.2675
N: 1.532 1.877 -1.246  0.1274
N: 0.466 1.769 -2.067  0.0821
C: -0.585 2.089 -1.383  -0.3059
C: -1.994 2.164 -1.837  -0.0813
C: -2.169 1.803 -3.316  -0.0889
C: -2.045 0.292 -3.503  -0.5116
O: -3.009 -0.446 -3.477  0.0610
N: -0.779 -0.126 -3.709  0.0728
C: -0.444 -1.535 -3.600  -0.1240
C: -0.317 -1.915 -2.146  -0.1989
C: 0.834 -1.534 -1.425  -0.0314
C: 0.950 -1.804 -0.091  0.0059
C: -0.088 -2.472 0.594  -0.2174
N: 0.064 -2.746 1.905  0.1131
C: -0.903 -3.356 2.529  -0.1460
C: -2.109 -3.751 1.923  -0.0561
C: -2.285 -3.493 0.591  -0.0137
C: -1.260 -2.839 -0.124  -0.1443
C: -1.347 -2.544 -1.498  0.0215
O: -0.260 2.410 -0.113  0.1719
H: 3.213 4.316 2.503  0.0955
H: 2.174 3.391 3.620  0.0935
H: 1.726 5.055 3.157  0.0942
H: 2.928 2.616 0.829  0.1606
H: -0.302 1.759 2.519  0.1222
H: -0.570 -0.178 4.031  0.1057
H: 1.322 -1.719 4.399  0.1009
H: 3.467 -1.331 3.252  0.1059
H: 3.729 0.604 1.745  0.1165
H: -2.348 3.183 -1.655  0.1308
H: -2.599 1.495 -1.217  0.1384
H: -3.171 2.097 -3.631  0.1224
H: -1.428 2.325 -3.919  0.1186
H: -0.038 0.532 -3.488  0.0953
H: 0.492 -1.707 -4.136  0.1251
H: -1.250 -2.103 -4.070  0.1225
H: 1.629 -1.017 -1.942  0.1102
H: 1.825 -1.517 0.471  0.1014
H: -0.733 -3.558 3.580  0.1038
H: -2.868 -4.251 2.506  0.0991
H: -3.190 -3.779 0.074  0.1164
H: -2.245 -2.812 -2.035  0.1215

The calculation puts the HOMO-LUMO gap at 8.97 eV. For the highest occupied orbital energy, the calculation gives -8.5720 eV. The value obtained for the LUMO energy is 0.4 eV. As for the SMILES: CO[C@@H](c1ccccc1)c1nnc(CCC(=O)NCc2ccc3ncccc3c2)o1. The energy relative to the best compared isomer or geometry (same formula, charge and spin) comes out at 27.3 kcal per mole. Its spin multiplicity is 1.

ORCA calculation (ωB97M-V with the def2-TZVPD basis set) on a molecular structure, C23H22NO7S2.

Each line ends with the Löwdin charge.
CARTESIAN COORDINATES (ANGSTROEM)
C: -2.023 1.747 -3.111  -0.0519
C: -2.098 0.893 -1.862  -0.2199
N: -2.942 -0.350 -2.075  -0.3775
O: -3.547 -0.750 -1.059  0.0228
O: -2.991 -0.845 -3.221  0.0072
H: -2.004 2.819 -2.875  0.0694
H: -1.133 1.519 -3.717  0.0911
H: -2.933 1.499 -3.667  0.0825
H: -2.623 1.419 -1.044  0.1445
C: 2.364 5.621 2.247  -0.0793
O: 1.307 5.569 1.281  -0.1114
C: 0.998 4.380 0.702  -0.2889
C: -0.173 4.359 -0.065  -0.0177
C: -0.676 3.167 -0.522  -0.0474
C: -0.039 1.936 -0.301  -0.1845
C: -0.623 0.652 -0.723  -0.1847
C: -0.383 -0.497 0.018  -0.3839
S: -0.269 -2.137 -0.690  0.6901
C: 1.234 -2.306 -1.661  -0.2497
C: 1.160 -2.101 -3.044  -0.0585
C: 2.294 -2.322 -3.827  -0.0906
C: 3.474 -2.777 -3.236  -0.1045
C: 3.537 -2.986 -1.858  -0.0884
C: 2.419 -2.737 -1.058  -0.0505
O: -0.089 -3.058 0.424  -0.3265
O: -1.312 -2.327 -1.654  -0.3060
S: -0.014 -0.449 1.771  0.6853
C: -0.933 -1.782 2.573  -0.2962
C: -0.284 -2.634 3.463  -0.0683
C: -1.014 -3.644 4.092  -0.0898
C: -2.386 -3.771 3.857  -0.0991
C: -3.029 -2.881 2.990  -0.0777
C: -2.305 -1.872 2.355  -0.0582
O: 1.401 -0.777 1.908  -0.3472
O: -0.551 0.766 2.322  -0.2974
C: 1.215 1.997 0.367  -0.0382
C: 1.731 3.177 0.886  -0.0087
H: 2.352 6.653 2.592  0.0845
H: 2.162 4.932 3.071  0.0937
H: 3.315 5.380 1.769  0.0854
H: -0.703 5.299 -0.197  0.1131
H: -1.649 3.191 -1.007  0.0833
H: -0.853 0.399 -1.851  0.1066
H: 0.219 -1.773 -3.487  0.1092
H: 2.234 -2.133 -4.897  0.0973
H: 4.351 -2.962 -3.853  0.0931
H: 4.452 -3.337 -1.386  0.0976
H: 2.447 -2.862 0.025  0.1135
H: 0.782 -2.516 3.642  0.1096
H: -0.503 -4.334 4.763  0.0953
H: -2.960 -4.562 4.351  0.0943
H: -4.099 -2.962 2.801  0.1007
H: -2.791 -1.171 1.681  0.1140
H: 1.831 1.092 0.508  0.1107
H: 2.651 3.150 1.485  0.1080

The calculation puts the HOMO-LUMO gap at 6.13 eV. As for the total charge: -1. For the highest occupied orbital energy, the calculation gives -3.3630 eV. The value obtained for the LUMO energy is 2.8 eV. Its spin multiplicity is 1.

ORCA calculation (ωB97M-V with the def2-TZVPD basis set) on a molecular structure, C23H22NOPRuS6Sb.

Each line ends with the Löwdin charge.
CARTESIAN COORDINATES (ANGSTROEM)
Ru: 11.412 10.400 8.212  0.2416
O: 13.562 12.317 8.984  -0.1433
N: 12.307 12.258 8.307  -0.2945
C: 12.120 13.265 7.508  -0.1500
C: 10.817 13.824 7.071  -0.2399
C: 10.809 15.015 6.341  -0.1078
C: 9.684 15.617 5.874  -0.1336
C: 8.421 15.140 6.341  -0.1284
C: 8.383 13.900 6.959  -0.1172
C: 9.587 13.196 7.322  -0.3236
P: 9.471 11.688 8.285  0.9452
C: 8.703 12.342 9.828  -0.3135
C: 7.324 12.669 9.936  -0.0794
C: 6.925 13.531 11.008  -0.1203
C: 7.804 14.084 11.919  -0.1203
C: 9.148 13.636 11.845  -0.0819
C: 9.551 12.780 10.813  -0.1315
C: 8.106 10.909 7.460  -0.3882
C: 7.891 11.090 6.120  -0.1116
C: 6.722 10.645 5.481  -0.0781
C: 5.724 10.148 6.324  -0.1250
C: 5.981 9.811 7.646  -0.1258
C: 7.170 10.159 8.237  -0.1122
H: 13.481 11.636 9.674  -0.0408
H: 12.922 13.976 7.305  0.1039
H: 11.777 15.416 6.015  0.1045
H: 9.770 16.480 5.181  0.0909
H: 7.501 15.682 6.164  0.0727
H: 7.395 13.578 7.308  0.0990
H: 6.524 12.233 9.299  0.0994
H: 5.818 13.727 11.152  0.1025
H: 7.468 14.730 12.747  0.0916
H: 9.881 13.881 12.592  0.0867
H: 10.581 12.376 10.915  0.0287
H: 8.665 11.655 5.510  0.1367
H: 6.562 10.702 4.405  0.0946
H: 4.718 9.805 5.962  0.0998
H: 5.222 9.288 8.217  0.0946
H: 7.312 9.963 9.301  0.1131
C: 12.001 8.407 12.383  -0.1722
C: 11.672 8.791 10.967  -0.8170
S: 11.889 10.395 10.521  0.6641
C: 10.973 7.879 10.138  -0.8319
C: 10.499 6.592 10.692  -0.1664
S: 10.547 8.264 8.498  0.4190
H: 12.391 9.237 13.031  0.0630
H: 12.737 7.598 12.483  0.0723
H: 11.019 8.142 12.837  0.0744
H: 10.960 6.320 11.659  0.0606
H: 10.701 5.738 10.030  0.0539
H: 9.390 6.628 10.819  0.0801
S: 15.317 8.027 6.441  -0.2298
Sb: 13.292 7.765 7.934  0.2748
S: 14.416 10.039 6.169  -0.2017
S: 12.429 9.693 6.195  -0.1167
S: 12.827 5.646 7.420  -0.3651

The calculation puts the HOMO-LUMO gap (alpha / beta) at 3.96 / 5.14 eV. As for the total charge: -2. For the highest occupied orbital energy (alpha / beta), the calculation gives 0.4365 / -1.5328 eV. The value obtained for the LUMO energy (alpha / beta) is 4.4 / 3.6 eV. The energy relative to the best compared isomer or geometry (same formula, charge and spin) comes out at 0.0 kcal per mole. Its spin multiplicity is 6. Its expectation value of S² is 8.81.

ORCA calculation (ωB97M-V with the def2-TZVPD basis set) on a molecular structure, C23H23AsCdF7N7O.

Each line ends with the Löwdin charge.
CARTESIAN COORDINATES (ANGSTROEM)
Cd: 0.263 -0.648 0.633  1.4738
C: -3.011 -0.087 1.081  -0.1107
N: -1.889 0.121 1.991  -0.0749
C: -1.606 1.499 2.384  -0.1183
C: -0.420 2.079 1.669  -0.3305
N: 0.649 1.408 1.318  0.0533
C: 1.529 2.332 0.754  -0.2162
C: 2.812 2.189 0.236  -0.0070
C: 3.429 3.321 -0.260  -0.0584
C: 2.804 4.575 -0.234  -0.0716
C: 1.545 4.740 0.307  -0.0124
C: 0.929 3.598 0.801  -0.1835
N: -0.305 3.393 1.397  0.1855
C: -2.607 -0.683 -0.233  -0.3312
N: -1.494 -1.324 -0.485  0.0497
C: -1.553 -1.709 -1.825  -0.2177
C: -0.647 -2.389 -2.634  -0.0112
C: -1.006 -2.609 -3.950  -0.0631
C: -2.235 -2.178 -4.463  -0.0709
C: -3.148 -1.510 -3.671  -0.0095
C: -2.780 -1.286 -2.353  -0.1814
N: -3.425 -0.651 -1.304  0.1864
H: -3.738 -0.764 1.537  0.1408
H: -3.534 0.853 0.885  0.1293
H: -1.996 -0.457 2.810  0.1084
H: -2.470 2.153 2.229  0.1262
H: -1.380 1.522 3.453  0.1351
H: 3.324 1.240 0.234  0.0822
H: 4.425 3.239 -0.672  0.1133
H: 3.324 5.434 -0.637  0.1096
H: 1.072 5.712 0.355  0.1139
H: -0.988 4.103 1.597  0.1716
H: 0.305 -2.739 -2.262  0.0856
H: -0.321 -3.135 -4.601  0.1123
H: -2.475 -2.378 -5.499  0.1097
H: -4.105 -1.187 -4.060  0.1149
H: -4.327 -0.210 -1.347  0.1735
F: 2.777 -1.060 0.899  -0.2905
As: 2.978 -1.696 -0.735  0.7492
F: 4.274 -0.624 -1.032  -0.2007
F: 3.955 -2.966 -0.171  -0.1887
F: 2.948 -2.253 -2.355  -0.2076
F: 1.498 -2.622 -0.400  -0.3120
F: 1.824 -0.386 -1.214  -0.3343
F: 1.176 -4.204 5.829  0.0918
C: 0.933 -3.491 4.728  -0.2722
C: 0.808 -2.117 4.842  0.0099
C: 0.551 -1.370 3.698  -0.1179
C: 0.436 -2.052 2.510  -0.1177
C: 0.565 -3.408 2.365  -0.0876
C: 0.822 -4.148 3.516  0.0216
H: 0.919 -1.639 5.806  0.1294
H: 0.492 -0.291 3.763  0.0929
H: 0.488 -3.919 1.416  0.1061
H: 0.948 -5.221 3.463  0.1327
N: -1.204 2.852 -2.804  0.1697
C: -0.528 1.776 -2.307  -0.6319
N: 0.382 1.219 -3.134  0.1954
O: -0.761 1.338 -1.176  -0.0361
H: -0.986 3.252 -3.698  0.1024
H: -1.846 3.340 -2.210  0.1009
H: 0.645 1.649 -4.001  0.1108
H: 0.959 0.474 -2.778  0.0779

The calculation puts the HOMO-LUMO gap (alpha / beta) at 9.22 / 6.46 eV. As for the total charge: +1. For the highest occupied orbital energy (alpha / beta), the calculation gives -11.5871 / -11.5842 eV. The value obtained for the LUMO energy (alpha / beta) is -2.4 / -5.1 eV. The energy relative to the best compared isomer or geometry (same formula, charge and spin) comes out at 39.2 kcal per mole. Its spin multiplicity is 2. Its expectation value of S² is 0.76.

Calculated values (eV/A) of max |F| for the records, taken in order: 1.47; 5.56; 3.26; 1.08.
Calculated values (eV) of energy for the records, taken in order: -36311.2241; -61694.2614; -111163.7144; -121128.0700.